No. 1
The following is a DFT calculation (ωB97M-V/def2-TZVPD) of 3 unconnected molecules or ions with the total composition C27H50BBrN4O6S.

Last column: Löwdin charge in e.
CARTESIAN COORDINATES (ANGSTROEM)
C -2.117 1.149 -2.975  -0.084
C -2.525 2.690 -3.202  -0.356
C -3.113 2.861 -4.708  -0.094
C -1.278 3.706 -3.075  -0.178
C -0.968 4.128 -1.529  -0.122
C -0.184 2.895 -0.852  -0.193
C 1.199 2.487 -1.410  -0.049
N 2.043 1.442 -0.959  0.062
C 1.374 0.755 0.124  -0.183
C 2.172 -0.494 0.709  -0.421
Br 3.911 -0.899 -0.186  0.697
C 1.695 -1.382 1.865  -0.130
C 2.368 -2.614 2.566  -0.186
C 3.810 -3.126 2.179  -0.258
C 3.865 -4.125 0.881  -0.218
C 4.061 -5.645 1.407  -0.290
N 4.412 -6.505 0.234  -0.046
C 0.258 -1.000 2.464  0.033
B -0.384 -1.926 3.674  -0.496
N -1.599 -2.801 3.442  0.125
O 0.241 -1.949 4.986  0.048
C -0.569 0.235 1.937  -0.041
C -1.940 0.469 2.706  -0.180
C -2.840 1.712 2.295  -0.220
C -3.717 1.517 0.957  -0.210
C -5.284 1.754 1.231  -0.214
S -6.003 3.111 0.183  0.722
O -5.523 3.003 -1.240  -0.344
O -7.506 2.935 0.202  -0.347
O -5.699 4.611 0.890  -0.189
C -0.005 1.113 0.740  -0.090
N -0.774 2.212 0.227  0.111
H -2.343 0.472 -3.874  0.072
H -2.651 0.665 -2.077  0.070
H -0.975 1.088 -2.790  0.071
H -3.369 2.927 -2.462  0.099
H -4.198 3.238 -4.700  0.077
H -2.489 3.623 -5.313  0.072
H -3.093 1.883 -5.310  0.068
H -1.522 4.670 -3.657  0.095
H -0.353 3.226 -3.576  0.117
H -0.221 5.001 -1.597  0.116
H -1.916 4.406 -0.958  0.107
H 1.590 3.102 -2.306  0.123
H 1.659 -3.526 2.441  0.143
H 2.430 -2.382 3.702  0.132
H 4.634 -2.314 2.127  0.084
H 4.165 -3.808 3.051  0.106
H 4.782 -3.849 0.230  0.094
H 2.889 -3.971 0.305  0.110
H 4.914 -5.730 2.185  0.103
H 3.095 -6.064 1.863  0.117
H 4.975 -5.960 -0.433  0.053
H 4.916 -7.348 0.544  0.051
H -2.351 -2.374 4.011  0.078
H -1.901 -2.707 2.454  0.072
H -0.270 -1.295 5.527  0.108
H -2.590 -0.474 2.521  0.113
H -1.716 0.614 3.835  0.131
H -3.574 1.910 3.170  0.108
H -2.189 2.669 2.246  0.113
H -3.322 2.263 0.179  0.083
H -3.550 0.445 0.598  0.119
H -5.544 2.005 2.317  0.110
H -5.837 0.778 0.952  0.129
H -4.751 4.821 0.690  0.090
C -3.946 8.437 -5.029  -0.066
C -4.428 6.999 -5.146  -0.493
C -5.676 6.763 -4.310  -0.059
O -3.394 6.116 -4.715  -0.077
H -3.686 8.678 -3.993  0.080
H -3.042 8.589 -5.626  0.079
H -4.712 9.139 -5.369  0.080
H -4.638 6.766 -6.194  0.141
H -5.476 6.947 -3.250  0.081
H -6.004 5.724 -4.395  0.079
H -6.493 7.415 -4.629  0.081
H -3.201 6.314 -3.788  0.082
C 8.708 -8.388 1.815  -0.065
C 7.578 -7.871 2.691  -0.509
C 7.999 -7.794 4.150  -0.065
O 6.449 -8.735 2.569  -0.065
H 9.004 -9.398 2.115  0.082
H 8.387 -8.449 0.771  0.080
H 9.583 -7.736 1.874  0.081
H 7.268 -6.880 2.345  0.128
H 8.270 -8.784 4.531  0.081
H 7.174 -7.432 4.770  0.080
H 8.854 -7.125 4.280  0.081
H 6.712 -9.614 2.872  0.089

Properties
2S+1	1
SMILES	CC(C)CCc1cnc2c(Br)c(CCCCN)c(B(N)O)c(CCCCS(=O)(=O)O)c2n1.CC(C)O.CC(C)O
energy	-128602.5139	eV
E_HOMO	-8.38	eV
Kohn-Sham gap	7.43	eV
LUMO	-0.943	eV
energy relative to the best compared isomer or geometry (same formula, charge and spin)	126.99	kcal per mole

=====

No. 2
The following is a DFT calculation (ωB97M-V/def2-TZVPD) of a molecular structure, H6O3Rb.

Last column: Löwdin charge in e.
CARTESIAN COORDINATES (ANGSTROEM)
Rb -1.722 0.364 -1.260  1.057
O -1.457 -1.526 0.973  -0.142
H -2.306 -1.679 1.415  0.056
H -0.842 -1.258 1.674  0.059
O 1.015 -0.711 -1.573  -0.141
H 1.667 -0.715 -2.288  0.060
H 1.505 -0.465 -0.773  0.037
O 0.696 1.607 0.681  -0.072
H -0.031 2.197 0.449  0.019
H 1.474 2.185 0.703  0.068

Properties
2S+1	1
charge	+1
energy	-6890.4964	eV
E_HOMO	-15.42	eV
Kohn-Sham gap	11.65	eV
LUMO	-3.764	eV
energy relative to the best compared isomer or geometry (same formula, charge and spin)	8.96	kcal per mole

=====

- Among the records above, which one has the highest energy?
  H6O3Rb